19
Properties=species:S:1:pos:R:3:forces:R:3:lowdin_charge:R:1 method="wB97M-V/def2-TZVPD" e_lumo_ev=0.89 total_charge=0 e_tot_ev=-9474.278 gap_ev=11.0 relative_energy_kcal_mol=19.8 multiplicity=1
C 1.284 0.417 -1.452 0.026 0.414 -0.154 -0.09
C 1.251 0.866 0.008 -0.111 -0.424 -0.159 -0.42
C 2.612 1.420 0.451 -0.788 -0.245 -0.180 -0.08
C 0.766 -0.240 0.986 0.763 0.290 0.328 -0.14
C -0.225 -1.173 0.384 -0.243 -0.293 -0.192 -0.27
O -1.392 -1.190 0.672 -0.565 0.103 0.216 0.05
H 0.295 0.126 -1.814 0.121 -0.227 0.046 0.08
H 1.574 1.265 -2.069 0.063 0.174 -0.069 0.08
H 2.025 -0.353 -1.660 -0.092 -0.294 0.134 0.08
H 0.483 1.649 0.051 0.251 0.038 0.121 0.14
H 2.536 1.697 1.496 0.178 0.366 0.194 0.07
H 2.862 2.282 -0.177 0.226 -0.160 0.286 0.08
H 3.372 0.637 0.388 0.039 0.152 -0.209 0.08
H 1.615 -0.837 1.362 -0.040 0.060 -0.384 0.13
H 0.356 0.249 1.872 -0.256 -0.166 -0.104 0.12
H 0.109 -1.899 -0.385 0.366 0.201 0.108 0.13
O -3.981 -0.339 -0.715 0.680 -0.675 0.637 -0.09
H -3.881 0.128 0.126 -0.182 0.155 -0.236 0.03
H -3.392 -1.104 -0.536 -0.436 0.533 -0.382 0.02

114
Properties=species:S:1:pos:R:3:forces:R:3:lowdin_charge:R:1 method="wB97M-V/def2-TZVPD" e_lumo_ev=0.54 total_charge=0 e_tot_ev=-58233.785 gap_ev=9.5 relative_energy_kcal_mol=33.4 multiplicity=1
C -3.879 -2.172 -1.642 -1.907 0.264 -0.519 -0.08
N -2.995 -2.772 -0.719 -0.751 -0.367 2.105 -0.19
C -1.729 -3.282 -1.188 -0.030 1.836 -0.037 -0.06
C -3.350 -2.828 0.632 2.038 -1.339 -2.087 -0.33
O -4.395 -2.522 1.133 -0.890 0.668 0.182 0.04
H -4.681 -1.634 -1.091 0.553 -0.320 -0.283 0.09
H -4.429 -2.897 -2.297 0.681 0.360 0.327 0.11
H -3.346 -1.446 -2.243 0.120 0.133 -0.370 0.08
H -1.845 -3.881 -2.077 -0.091 -0.790 0.017 0.10
H -1.124 -2.424 -1.523 -0.117 -0.062 0.202 0.07
H -1.200 -3.728 -0.363 0.183 -0.580 0.028 0.09
H -2.498 -3.282 1.167 -0.243 0.156 0.364 0.12
C 2.797 3.838 -2.745 1.041 -0.201 1.121 -0.04
N 3.075 2.415 -2.541 -1.157 -0.089 -1.335 -0.17
C 2.484 1.476 -3.498 0.167 -0.340 0.203 -0.04
C 3.739 1.964 -1.472 0.800 -0.877 0.382 -0.34
O 3.985 0.779 -1.213 -0.404 1.139 -0.255 -0.02
H 3.293 4.201 -3.646 -0.249 -0.083 -0.166 0.09
H 3.262 4.355 -1.879 -0.641 -0.038 -0.588 0.07
H 1.721 4.009 -2.761 0.065 0.175 -0.053 0.07
H 1.459 1.146 -3.274 0.394 0.133 0.362 0.08
H 2.437 1.838 -4.504 0.078 1.069 -0.493 0.08
H 3.145 0.634 -3.613 0.060 -0.629 0.479 0.08
H 4.103 2.804 -0.856 -0.034 -0.187 0.157 0.14
C -0.187 3.590 2.411 -1.768 0.952 0.353 -0.05
N 0.472 4.524 1.520 1.393 -0.251 -0.257 -0.19
C -0.123 5.834 1.256 -1.652 -0.510 -1.052 -0.03
C 1.684 4.194 0.985 0.138 0.812 -0.879 -0.31
O 2.363 4.874 0.196 -1.179 -0.755 1.244 -0.03
H -1.152 3.335 1.922 0.338 -0.067 0.536 0.09
H -0.414 4.131 3.376 0.205 -0.737 -0.799 0.10
H 0.341 2.659 2.618 0.307 0.426 -0.185 0.06
H -0.874 5.819 0.388 1.054 -0.404 1.058 0.10
H -0.736 6.203 2.109 0.936 -0.216 -0.268 0.10
H 0.687 6.462 0.936 0.243 0.642 0.254 0.07
H 2.016 3.183 1.287 -0.047 0.165 0.081 0.13
C 1.475 -0.548 0.406 0.825 0.291 -1.231 -0.15
C 0.610 -0.072 1.549 0.207 -0.087 0.554 -0.15
C -0.753 -0.058 0.922 -0.664 1.174 0.191 -0.21
O -0.551 0.307 -0.446 0.060 -0.212 -0.637 -0.16
C 0.852 0.201 -0.804 -0.375 1.932 3.120 -0.16
H 1.415 -1.635 0.236 -0.111 0.311 0.158 0.10
H 2.533 -0.249 0.421 -0.255 -0.302 0.424 0.09
H 0.872 0.966 1.759 0.200 -0.065 0.175 0.08
H 0.616 -0.650 2.492 0.195 0.150 -0.563 0.12
H -1.398 0.707 1.417 0.267 -0.403 -0.476 0.12
H -1.270 -1.000 1.004 -0.080 -0.541 -0.134 0.09
H 1.257 1.275 -0.893 -0.406 -1.497 0.146 0.12
H 1.000 -0.294 -1.705 -0.032 -0.942 -1.670 0.07
C -1.168 4.099 -2.855 -0.768 0.009 1.012 -0.14
C -2.713 4.359 -3.009 1.074 -0.615 -1.164 -0.14
C -3.110 4.704 -1.590 1.203 0.124 0.066 -0.20
O -2.136 4.115 -0.720 0.430 -0.646 0.450 -0.19
C -1.091 3.442 -1.453 -0.610 0.405 -0.648 -0.18
H -0.705 5.063 -2.737 0.419 0.562 -0.012 0.10
H -0.571 3.557 -3.586 -0.630 -0.157 -0.411 0.10
H -3.120 3.430 -3.384 -0.542 -0.415 0.304 0.09
H -3.011 5.095 -3.781 0.434 -0.035 0.632 0.12
H -4.090 4.426 -1.278 -0.793 -0.615 0.053 0.10
H -3.025 5.756 -1.391 -0.102 0.874 -0.278 0.11
H -1.251 2.355 -1.362 0.055 0.331 -0.532 0.10
H -0.102 3.662 -1.050 -0.128 0.142 0.498 0.09
C -3.799 1.054 -0.364 -0.172 0.857 -0.291 -0.15
C -4.708 1.539 0.750 -0.329 0.299 0.680 -0.15
C -6.073 1.070 0.247 -1.105 0.747 1.761 -0.22
O -5.908 0.650 -1.062 -1.508 -1.421 -0.657 -0.13
C -4.718 1.131 -1.589 0.361 0.350 0.301 -0.20
H -3.548 0.019 -0.171 0.476 -0.049 -0.089 0.09
H -2.988 1.750 -0.359 1.037 -0.141 -0.479 0.07
H -4.671 2.633 0.963 -0.033 -0.549 -0.769 0.12
H -4.424 1.128 1.712 -0.031 -0.511 0.147 0.10
H -6.767 1.907 0.280 -0.210 0.406 -0.176 0.11
H -6.588 0.323 0.894 0.732 -0.088 -0.713 0.13
H -4.885 2.139 -1.969 0.286 0.552 0.180 0.11
H -4.511 0.543 -2.478 0.483 -0.336 0.166 0.11
C 2.737 -2.785 -2.331 -0.772 0.505 -0.341 -0.16
C 3.698 -3.935 -2.384 0.987 -1.024 0.064 -0.17
C 2.882 -5.193 -2.763 -0.507 1.936 -0.059 -0.16
O 1.533 -4.754 -2.566 -0.791 -1.033 -0.611 -0.15
C 1.458 -3.509 -1.916 -0.785 1.011 -1.554 -0.23
H 2.530 -2.349 -3.331 0.413 -0.093 0.510 0.13
H 3.037 -2.000 -1.623 -0.045 -0.115 -0.350 0.10
H 4.173 -4.070 -1.411 -0.170 -0.087 0.173 0.10
H 4.524 -3.845 -3.059 0.482 0.471 -0.562 0.10
H 3.133 -6.006 -2.128 0.037 -0.880 0.736 0.10
H 2.986 -5.534 -3.797 0.035 0.267 0.017 0.12
H 1.429 -3.702 -0.865 -0.278 0.255 1.048 0.10
H 0.511 -2.942 -2.296 1.757 -1.208 0.849 0.13
C -1.078 -3.170 5.179 -0.554 -0.302 0.331 -0.17
C -2.493 -2.689 4.923 0.189 1.273 -1.277 -0.14
C -2.311 -1.863 3.580 0.691 1.380 2.329 -0.19
O -1.230 -2.492 2.898 -0.175 -0.157 0.354 -0.20
C -0.655 -3.485 3.780 0.022 0.615 -0.838 -0.19
H -1.067 -4.029 5.842 0.064 -0.295 -0.088 0.12
H -0.469 -2.432 5.658 0.445 0.728 0.081 0.11
H -2.916 -2.032 5.679 -0.094 -0.257 0.189 0.11
H -3.113 -3.556 4.733 -0.419 -0.032 0.039 0.11
H -1.965 -0.779 3.864 -0.630 -1.673 -0.455 0.14
H -3.240 -1.777 3.025 0.185 -0.279 -0.409 0.09
H 0.386 -3.519 3.569 1.101 0.276 0.109 0.11
H -1.019 -4.425 3.457 -0.668 -1.258 -0.140 0.11
C 5.044 -1.453 1.786 2.211 -0.446 0.076 -0.15
C 4.030 -2.536 2.054 -1.090 0.138 -0.954 -0.18
C 4.849 -3.837 2.066 -1.240 -0.716 0.478 -0.23
O 6.192 -3.576 1.794 0.236 0.999 -0.298 -0.12
C 6.171 -2.322 1.123 -0.413 0.763 0.050 -0.19
H 5.418 -0.944 2.709 -0.377 -0.459 -0.687 0.12
H 4.792 -0.729 1.038 -0.558 0.642 -0.161 0.08
H 3.227 -2.590 1.281 0.656 0.208 0.378 0.10
H 3.522 -2.347 2.993 -0.094 -0.234 0.219 0.10
H 4.458 -4.620 1.379 0.081 0.471 0.325 0.12
H 4.744 -4.153 3.085 0.354 -1.018 0.492 0.11
H 5.846 -2.428 0.087 0.020 -0.382 -0.329 0.11
H 7.164 -1.890 1.083 0.196 0.035 0.350 0.12

68
Properties=species:S:1:pos:R:3:forces:R:3:lowdin_charge:R:1 method="wB97M-V/def2-TZVPD" e_lumo_ev="-2.00 / -4.31" total_charge=+1 s2=2.01 e_tot_ev=-64585.895 gap_ev="8.9 / 7.2" relative_energy_kcal_mol=35.9 multiplicity=3
Pt 0.097 0.636 -0.303 0.342 -0.537 0.373 1.10
C 1.593 5.407 -0.399 0.056 0.004 -0.044 -0.02
O 0.191 5.182 -0.182 0.108 0.127 -0.009 0.00
C -0.262 3.947 -0.306 0.035 -0.087 -0.164 -0.53
O 0.435 3.002 -0.703 -0.673 -0.261 0.337 -0.08
N -1.569 3.908 0.016 0.299 -0.062 -0.074 0.02
N -2.238 2.703 0.031 -0.234 -0.531 -0.023 0.05
H 1.706 6.484 -0.457 -0.010 -0.003 -0.012 0.10
H 1.920 4.935 -1.323 -0.039 0.033 -0.018 0.09
H 2.164 5.009 0.437 -0.037 0.022 -0.002 0.08
H -2.042 4.768 0.244 0.100 0.114 -0.029 0.17
H -2.808 2.568 -0.795 -0.041 0.051 0.003 0.10
H -2.808 2.626 0.863 0.050 -0.041 0.003 0.10
C 3.219 1.769 -1.773 -0.086 0.165 0.213 -0.20
S 3.075 2.238 -0.018 0.811 -0.401 -0.360 0.97
O 2.166 1.203 0.612 -0.480 -0.294 -0.048 -0.62
C 4.731 1.717 0.456 -0.195 0.319 0.040 -0.39
C 5.695 2.702 0.604 -0.097 0.044 -0.023 -0.08
C 6.989 2.336 0.942 0.061 -0.025 -0.027 -0.06
C 7.299 0.998 1.135 0.037 0.025 -0.010 -0.06
C 6.318 0.023 1.005 -0.038 0.011 -0.030 -0.05
C 5.023 0.380 0.668 -0.070 -0.116 0.018 -0.07
H 3.810 0.863 -1.873 -0.035 -0.037 0.064 0.06
H 3.704 2.591 -2.300 0.011 0.011 0.008 0.07
H 2.210 1.620 -2.152 -0.017 0.093 0.005 0.04
H 5.435 3.744 0.461 0.027 0.006 0.010 0.11
H 7.753 3.093 1.056 -0.005 0.004 0.005 0.11
H 8.311 0.713 1.392 -0.003 -0.002 0.021 0.11
H 6.564 -1.019 1.163 -0.003 -0.002 0.027 0.11
H 4.242 -0.366 0.588 0.009 0.014 -0.012 0.10
O -2.020 -0.200 -1.136 0.492 0.357 0.021 -0.59
S -2.533 -0.649 0.215 -1.455 -0.323 0.035 0.99
C -4.278 -0.160 0.171 0.194 0.190 0.203 -0.37
C -4.886 0.162 -1.031 0.155 -0.025 -0.126 -0.08
C -6.209 0.577 -1.031 -0.009 0.007 0.032 -0.06
C -6.911 0.672 0.163 -0.005 0.013 -0.007 -0.07
C -6.295 0.341 1.363 -0.012 -0.009 0.003 -0.07
C -4.972 -0.074 1.370 0.115 -0.036 0.038 -0.09
C -2.868 -2.407 0.109 0.269 0.027 0.060 -0.38
C -2.906 -3.124 1.295 0.049 0.100 0.004 -0.08
C -3.113 -4.494 1.244 -0.022 -0.008 -0.026 -0.07
C -3.275 -5.121 0.016 0.021 -0.064 0.040 -0.07
C -3.248 -4.385 -1.162 -0.004 0.005 0.006 -0.06
C -3.042 -3.015 -1.120 0.003 0.079 -0.086 -0.07
H -4.321 0.083 -1.952 -0.002 0.046 0.009 0.11
H -6.690 0.832 -1.966 -0.012 -0.010 -0.003 0.11
H -7.939 1.008 0.160 -0.008 -0.016 0.000 0.11
H -6.840 0.415 2.294 -0.010 -0.011 -0.002 0.11
H -4.482 -0.339 2.300 -0.021 0.054 0.018 0.11
H -2.762 -2.615 2.241 0.058 -0.056 0.020 0.11
H -3.129 -5.073 2.157 -0.018 0.008 0.006 0.11
H -3.413 -6.193 -0.023 -0.034 0.003 -0.011 0.11
H -3.382 -4.885 -2.112 0.006 0.018 -0.016 0.11
H -3.001 -2.418 -2.022 0.039 -0.039 -0.021 0.12
C 0.494 -3.549 -0.421 -0.189 0.346 0.063 -0.02
C 1.097 -2.206 0.001 0.917 -0.536 0.155 -0.68
C 1.869 -2.376 1.322 -0.293 0.210 -0.123 -0.02
C 2.050 -1.704 -1.087 -0.274 0.119 0.157 -0.05
O 0.056 -1.284 0.251 -0.014 1.132 -0.628 -0.32
H 1.290 -4.282 -0.555 0.004 -0.009 -0.005 0.10
H -0.047 -3.437 -1.361 -0.012 -0.045 -0.031 0.09
H -0.198 -3.911 0.338 -0.031 -0.037 0.013 0.08
H 2.749 -3.000 1.168 0.009 -0.024 0.020 0.09
H 1.226 -2.841 2.069 0.037 -0.008 0.037 0.09
H 2.170 -1.392 1.687 0.092 -0.033 0.023 0.07
H 2.863 -2.413 -1.246 -0.024 -0.038 -0.004 0.10
H 2.469 -0.748 -0.773 0.051 -0.053 -0.087 0.02
H 1.504 -1.572 -2.023 0.051 0.020 -0.032 0.09

104
Properties=species:S:1:pos:R:3:forces:R:3:lowdin_charge:R:1 method="wB97M-V/def2-TZVPD" e_lumo_ev="-1.95 / -2.35" total_charge=+1 s2=3.76 e_tot_ev=-122114.462 gap_ev="8.0 / 7.6" multiplicity=4
Co 2.179 -0.973 0.285 0.925 0.481 0.066 0.72
C 2.453 2.078 1.282 0.216 0.009 0.585 -0.18
C 2.007 1.169 2.426 -0.335 0.618 -0.269 -0.14
O 2.552 -0.134 2.325 -0.016 -0.140 -0.626 -0.19
C 3.897 -0.281 2.742 0.680 -0.380 0.031 -0.12
C 4.947 -0.010 1.645 -0.123 0.269 0.387 -0.15
O 4.417 -0.471 0.426 -0.271 -0.054 0.214 -0.22
C 5.284 -0.424 -0.682 -0.029 0.085 -0.549 -0.14
C 4.463 -0.834 -1.920 0.396 -0.482 0.136 -0.13
O 3.113 -0.404 -1.877 -0.184 0.151 0.423 -0.18
C 2.860 0.948 -2.204 -0.331 0.463 0.092 -0.13
C 2.980 1.905 -1.012 0.355 -0.158 -0.580 -0.15
O 2.235 1.381 0.068 -0.051 -0.365 -0.022 -0.22
H 3.515 2.333 1.383 -0.090 -0.044 -0.108 0.12
H 1.879 3.015 1.305 0.085 -0.188 0.001 0.12
H 0.926 1.036 2.372 0.001 0.001 0.108 0.09
H 2.274 1.617 3.390 -0.070 -0.039 -0.082 0.15
H 3.971 -1.328 3.047 0.032 0.132 0.061 0.13
H 4.094 0.366 3.605 -0.021 -0.144 -0.053 0.14
H 5.868 -0.550 1.893 -0.056 0.014 0.050 0.14
H 5.198 1.060 1.578 -0.032 -0.173 -0.080 0.13
H 6.121 -1.123 -0.552 -0.099 0.068 -0.032 0.15
H 5.699 0.588 -0.797 -0.054 -0.088 0.105 0.13
H 4.397 -1.925 -1.962 0.063 0.172 -0.001 0.13
H 4.951 -0.466 -2.831 -0.086 -0.042 0.121 0.14
H 1.825 0.964 -2.556 0.201 0.047 -0.042 0.11
H 3.524 1.283 -3.010 -0.090 -0.006 0.057 0.15
H 2.594 2.892 -1.311 0.032 -0.150 0.071 0.14
H 4.031 2.033 -0.713 -0.179 -0.013 0.030 0.12
C -3.830 7.315 -0.311 -0.013 0.063 0.041 -0.04
C -3.077 6.029 -0.188 0.086 -0.035 -0.027 -0.26
C -3.710 4.858 0.215 0.108 0.025 -0.017 -0.02
C -2.995 3.686 0.391 -0.025 -0.220 0.083 -0.05
C -1.635 3.687 0.158 0.492 -0.147 0.217 -0.35
C -0.981 4.841 -0.238 0.003 -0.077 0.078 -0.09
C -1.705 6.002 -0.422 -0.036 -0.011 -0.015 -0.03
S -0.632 2.202 0.433 -0.904 0.868 -1.142 1.03
O -1.336 1.378 1.426 -0.102 -0.242 0.805 -0.47
C -0.948 1.539 -1.230 0.161 -0.256 0.289 -0.28
C -0.296 2.235 -2.261 0.004 0.076 -0.433 -0.10
C -0.453 1.855 -3.562 0.018 0.154 0.218 -0.01
C -1.227 0.718 -3.886 -0.156 -0.210 0.188 -0.15
C -1.426 0.303 -5.218 -0.038 -0.076 -0.154 -0.02
C -2.200 -0.788 -5.502 0.162 0.224 -0.127 -0.06
C -2.765 -1.542 -4.465 -0.022 -0.046 0.257 -0.05
C -2.576 -1.177 -3.161 -0.132 -0.139 -0.178 0.00
C -1.841 -0.018 -2.842 0.296 0.187 -0.209 -0.10
C -1.721 0.442 -1.497 0.204 0.298 0.199 -0.15
C -2.545 -0.239 -0.483 0.158 -0.476 0.485 -0.19
C -3.954 -0.044 -0.538 -0.104 -0.215 0.333 -0.11
C -4.551 0.908 -1.396 -0.140 0.062 -0.100 -0.02
C -5.912 0.997 -1.495 0.227 0.110 -0.089 -0.06
C -6.740 0.153 -0.742 -0.059 -0.267 0.302 -0.07
C -6.191 -0.733 0.144 -0.214 0.124 -0.103 -0.02
C -4.794 -0.845 0.279 0.304 0.123 -0.142 -0.15
C -4.199 -1.763 1.173 0.178 0.014 -0.010 0.00
C -2.843 -1.899 1.247 -0.125 -0.203 0.146 -0.05
C -2.009 -1.141 0.407 -0.089 0.440 -0.687 -0.38
S -0.248 -1.499 0.364 -0.563 -0.484 0.368 1.08
O 1.289 -3.065 -1.991 -0.215 0.205 -0.281 0.01
C -0.020 -2.168 2.006 0.038 -0.040 -0.232 -0.51
C 0.394 -3.485 2.161 -0.095 0.079 -0.095 -0.07
C 0.533 -4.002 3.436 0.012 0.039 0.140 -0.02
C 0.280 -3.225 4.562 0.046 -0.010 -0.125 -0.26
C 0.402 -3.811 5.935 -0.037 -0.037 0.004 -0.04
C -0.130 -1.907 4.380 -0.073 0.016 -0.061 -0.02
C -0.301 -1.380 3.114 0.146 -0.063 -0.014 -0.10
H -4.902 7.140 -0.351 -0.086 0.042 -0.024 0.08
H -3.525 7.867 -1.198 -0.028 0.037 -0.052 0.08
H -3.620 7.942 0.556 -0.057 0.080 0.015 0.09
H -4.771 4.865 0.409 -0.160 0.004 0.013 0.12
H -3.478 2.781 0.729 -0.073 -0.105 0.034 0.11
H 0.091 4.833 -0.379 0.125 0.064 -0.032 0.10
H -1.195 6.903 -0.728 0.040 0.154 -0.035 0.12
H 0.291 3.104 -2.006 0.110 0.154 -0.077 0.10
H 0.005 2.420 -4.361 0.071 0.062 -0.063 0.12
H -0.963 0.870 -6.011 0.034 0.073 -0.126 0.11
H -2.375 -1.079 -6.526 0.032 -0.031 -0.132 0.11
H -3.353 -2.415 -4.700 -0.044 -0.130 -0.009 0.11
H -2.993 -1.773 -2.365 -0.095 -0.039 0.037 0.13
H -3.927 1.570 -1.978 0.047 0.017 -0.072 0.12
H -6.361 1.718 -2.159 -0.003 0.104 -0.103 0.11
H -7.810 0.209 -0.861 -0.127 0.025 0.029 0.11
H -6.821 -1.370 0.747 -0.094 -0.065 0.068 0.12
H -4.833 -2.376 1.797 -0.051 -0.041 0.044 0.12
H -2.406 -2.615 1.925 -0.053 -0.047 0.055 0.11
H 0.594 -4.100 1.295 0.015 0.000 -0.049 0.11
H 0.826 -5.034 3.558 0.092 -0.110 0.007 0.12
H 1.142 -4.608 5.950 0.030 -0.040 0.066 0.08
H -0.555 -4.237 6.243 0.018 -0.006 0.065 0.09
H 0.683 -3.053 6.664 0.002 0.000 0.055 0.08
H -0.338 -1.287 5.237 -0.053 0.067 0.180 0.12
H -0.675 -0.377 2.973 -0.032 0.135 -0.001 0.10
C 3.318 -5.601 -0.405 0.153 0.034 0.123 -0.09
C 3.982 -4.859 0.561 0.165 -0.113 0.170 -0.10
C 3.683 -3.516 0.727 -0.071 -0.126 -0.122 -0.13
C 2.731 -2.873 -0.060 -0.559 0.240 -0.383 -0.17
C 2.130 -3.629 -1.084 0.612 -0.071 0.600 -0.37
C 2.401 -4.989 -1.232 -0.300 0.270 -0.268 -0.02
H 3.548 -6.650 -0.527 -0.036 -0.071 -0.035 0.11
H 4.732 -5.327 1.180 0.050 -0.058 0.078 0.10
H 4.221 -2.963 1.487 -0.010 0.037 0.110 0.08
H 1.256 -2.108 -1.846 0.010 -0.362 -0.100 0.05
H 1.898 -5.535 -2.017 -0.038 -0.077 -0.075 0.12